Entry 1:
Here is a 4-piece molecular cluster, C3H12NO3 overall in a non-equilibrium geometry from the Open Molecules 2025 dataset. Energies are from ωB97M-V with the def2-TZVPD basis set.

Properties
Molecular weight   110.13 g/mol
HOMO   -0.5312 hartree
Total charge   +1
F_max   4.96 eV/Å
Spin multiplicity   1
Kohn-Sham gap   9.464 eV

```
19
Properties=species:S:1:pos:R:3:mulliken_charge:R:1
C -0.14 1.48 0.59 -0.28
C -0.74 1.34 -0.56 -0.45
C 2.29 1.84 0.35 -0.08
N 1.24 1.10 0.63 0.04
H -0.63 1.74 1.61 0.31
H -0.44 1.14 -1.61 0.31
H -1.76 1.71 -0.50 0.22
H 3.27 1.18 0.36 0.27
H 2.37 2.86 -0.07 0.32
H 1.35 0.07 0.84 0.31
H 1.29 -2.99 0.01 0.32
H 0.78 -1.66 -0.63 0.34
O 1.42 -2.02 -0.10 -0.64
H -1.33 -2.78 -2.38 0.33
H -1.22 -1.15 -2.67 0.32
O -1.19 -1.79 -1.96 -0.65
H -1.56 -1.27 2.28 0.31
H -3.03 -0.29 2.06 0.33
O -1.98 -0.50 1.78 -0.61
```



Entry 2:
Here is a 3-piece molecular cluster, C3H12NO3 overall in a non-equilibrium geometry from the Open Molecules 2025 dataset. Energies are from ωB97M-V with the def2-TZVPD basis set.

Properties
Molecular weight   110.13 g/mol
HOMO (alpha / beta)   -0.5988 / -0.5985 hartree
Total charge   +2
F_max   2.57 eV/Å
Spin multiplicity   2
Kohn-Sham gap (alpha / beta)   5.852 / 2.282 eV

```
19
Properties=species:S:1:pos:R:3:mulliken_charge:R:1
C 0.10 -1.39 -0.97 -0.69
C -1.12 -0.84 -0.15 -0.38
C -2.06 0.16 -0.71 0.26
O -1.64 0.80 -1.65 -0.02
N 1.18 -0.42 -1.50 -0.23
H -0.42 -1.92 -1.79 0.40
H 0.78 -1.90 -0.30 0.41
H -0.70 -0.32 0.74 0.36
H -1.65 -1.76 0.12 0.40
H -3.12 0.29 -0.48 0.43
H 1.56 -0.82 -2.37 0.37
H 1.85 -0.10 -0.76 0.36
H 0.72 0.46 -1.76 0.34
H 4.58 -0.30 -0.80 0.32
H 4.48 0.88 0.09 0.34
O 3.91 0.22 -0.35 -0.66
H -3.55 2.38 4.30 0.34
H -2.20 2.04 4.48 0.33
O -2.71 2.56 3.83 -0.66
```



Entry 3:
Here is a 3-piece molecular cluster, C3H12NO4 overall in a non-equilibrium geometry from the Open Molecules 2025 dataset. Energies are from ωB97M-V with the def2-TZVPD basis set.

Properties
Molecular weight   126.13 g/mol
HOMO   -0.1699 hartree
Total charge   -1
F_max   4.58 eV/Å
Spin multiplicity   1
Kohn-Sham gap   8.431 eV

```
20
Properties=species:S:1:pos:R:3:mulliken_charge:R:1
N 0.79 -2.09 0.84 -0.78
C 0.24 -0.93 0.02 0.72
C 0.48 -1.14 -1.46 -0.69
O -0.76 -1.19 -2.19 -0.58
C 0.87 0.37 0.49 -0.83
O -0.04 1.34 0.36 -0.87
H 0.54 -2.93 0.46 0.23
H 1.72 -2.17 1.04 0.15
H -0.92 -0.71 0.17 0.23
H 1.05 -0.41 -2.08 0.16
H 0.94 -2.08 -1.63 0.43
H -1.49 -0.56 -1.86 0.35
H 1.35 0.27 1.54 0.26
H 1.79 0.44 0.04 0.40
H -2.06 2.05 -0.48 0.30
H -0.81 1.70 -0.92 0.45
O -1.71 1.97 -1.36 -0.78
H -0.30 2.20 2.95 0.24
H -0.62 1.81 1.55 0.38
O -1.07 2.04 2.52 -0.77
```



Entry 4:
Here is a 3-piece molecular cluster, C3H12NO4 overall in a non-equilibrium geometry from the Open Molecules 2025 dataset. Energies are from ωB97M-V with the def2-TZVPD basis set.

Properties
Molecular weight   126.13 g/mol
HOMO (alpha / beta)   -0.1114 / -0.3807 hartree
F_max   1.99 eV/Å
Spin multiplicity   2
Kohn-Sham gap (alpha / beta)   3.697 / 10.777 eV

```
20
Properties=species:S:1:pos:R:3:mulliken_charge:R:1
O 1.77 0.74 0.14 -0.41
C 0.89 1.27 -0.46 -0.26
C -0.44 0.65 -0.91 -0.62
C -1.57 1.55 -0.40 -0.90
O -1.23 1.96 0.89 -0.47
N -0.55 -0.70 -0.36 -0.25
H 0.91 2.34 -0.72 0.34
H -0.42 0.81 -2.00 0.02
H -2.64 1.24 -0.35 0.57
H -1.61 2.47 -0.99 0.34
H -1.69 1.61 1.69 0.33
H 0.42 -1.09 -0.48 0.21
H -0.82 -0.67 0.63 0.26
H -1.33 -1.27 -0.76 1.04
H -1.48 -3.66 1.40 0.45
H -0.96 -3.12 2.81 0.38
O -0.99 -2.98 1.86 -1.02
H 2.70 -1.32 -0.25 0.26
H 2.57 -1.82 -1.69 0.25
O 2.28 -1.10 -1.09 -0.53
```



Entry 5:
Here is a 3-piece molecular cluster, C3H12NO4 overall in a non-equilibrium geometry from the Open Molecules 2025 dataset. Energies are from ωB97M-V with the def2-TZVPD basis set.

Properties
Molecular weight   126.13 g/mol
HOMO   -0.5474 hartree
Total charge   +1
F_max   7.73 eV/Å
Spin multiplicity   1
Kohn-Sham gap   11.362 eV

```
20
Properties=species:S:1:pos:R:3:mulliken_charge:R:1
O -1.39 1.57 -0.88 -0.52
C -1.06 0.55 -1.76 0.35
C -0.07 -0.42 -1.31 -0.18
N 0.38 -0.14 0.09 -0.04
C 1.70 -0.73 0.39 -0.81
O -1.73 0.56 -2.80 -0.51
H -1.72 2.48 -1.21 0.39
H 0.90 -0.31 -1.98 0.34
H -0.49 -1.41 -1.26 0.35
H 0.32 0.82 0.38 0.19
H -0.39 -0.58 0.66 0.40
H 1.66 -1.81 -0.08 0.35
H 1.89 -0.90 1.54 0.31
H 2.50 -0.19 -0.15 0.36
H -0.41 -2.57 2.24 0.34
H -1.15 -3.07 1.15 0.36
O -1.18 -2.28 1.75 -0.68
H -0.27 2.62 1.74 0.33
H 0.02 2.98 0.24 0.36
O 0.48 2.84 1.27 -0.67
```



Entry 6:
Here is a 2-piece molecular cluster, C3H12NOS overall in a non-equilibrium geometry from the Open Molecules 2025 dataset. Energies are from ωB97M-V with the def2-TZVPD basis set.

Properties
Molecular weight   110.20 g/mol
HOMO   -0.4505 hartree
Total charge   +1
F_max   1.80 eV/Å
Spin multiplicity   1
Kohn-Sham gap   8.819 eV

```
18
Properties=species:S:1:pos:R:3:mulliken_charge:R:1
C -0.42 -0.07 1.22 -0.53
C 0.37 0.33 -0.04 -0.79
C 1.51 1.34 0.23 -0.61
S 3.10 0.52 0.07 -0.25
N -1.25 -1.30 0.85 -0.21
H 0.23 -0.28 2.06 0.39
H -1.19 0.66 1.48 0.30
H -0.31 0.91 -0.60 0.30
H 0.72 -0.61 -0.45 0.51
H 1.40 1.73 1.25 0.36
H 1.36 2.20 -0.38 0.41
H 3.92 1.56 0.25 0.16
H -2.14 -1.25 1.31 0.36
H -1.39 -1.29 -0.16 0.23
H -0.85 -2.22 1.07 0.36
H -2.50 -0.72 -2.77 0.32
H -0.94 -0.63 -3.00 0.32
O -1.63 -0.87 -2.39 -0.64
```